No. 1
{"formula": "CH14N2O4", "method": "ωB97M-V with the def2-TZVPD basis set", "species": ["N", "C", "N", "H", "H", "H", "H", "H", "H", "H", "H", "O", "H", "H", "O", "H", "H", "O", "H", "H", "O"], "xyz": [[-1.819, 0.164, 2.121], [-0.855, 0.264, 0.973], [-0.594, 1.569, 0.384], [-1.282, 0.199, 2.976], [-2.110, -0.804, 2.076], [0.118, -0.019, 1.364], [-1.193, -0.422, 0.194], [-1.521, 1.967, 0.180], [-0.342, 2.188, 1.154], [0.636, -0.498, -4.505], [0.753, 0.114, -3.168], [1.026, -0.718, -3.628], [0.591, 2.551, -2.031], [-0.508, 1.556, -1.616], [0.144, 1.773, -2.294], [2.475, -0.891, -0.847], [1.243, -1.198, -1.742], [1.581, -1.176, -0.833], [0.367, -2.949, 2.786], [0.667, -1.638, 3.666], [0.624, -2.033, 2.791]], "charge": 0, "energy_ha": -456.939590, "smiles": "NCN.O.O.O.O", "gap_ha": 0.37496, "max_force_ev_per_a": 2.3}

No. 2
{"formula": "C28H28AsN9O21SSc", "method": "ωB97M-V with the def2-TZVPD basis set", "species": ["Sc", "C", "C", "N", "C", "C", "N", "C", "O", "O", "C", "O", "O", "H", "H", "H", "H", "H", "C", "C", "N", "C", "C", "N", "C", "O", "O", "C", "O", "O", "H", "H", "H", "H", "H", "O", "As", "O", "O", "C", "C", "C", "C", "C", "C", "S", "O", "O", "O", "H", "H", "H", "H", "H", "N", "C", "C", "N", "C", "C", "H", "H", "H", "H", "H", "H", "H", "H", "H", "H", "H", "O", "N", "O", "C", "C", "C", "C", "O", "C", "C", "N", "O", "O", "N", "O", "O", "H", "H"], "xyz": [[-0.352, -0.924, 0.530], [0.553, -2.257, -3.300], [0.624, -3.149, -2.119], [0.370, -2.824, -0.864], [0.441, -3.982, -0.137], [0.776, -5.027, -0.948], [0.885, -4.472, -2.199], [1.013, -6.474, -0.748], [0.884, -6.929, 0.479], [1.328, -7.168, -1.690], [0.104, -3.910, 1.309], [0.176, -4.927, 2.011], [-0.235, -2.747, 1.689], [0.816, -1.240, -3.022], [-0.465, -2.250, -3.693], [1.227, -2.606, -4.083], [1.110, -5.006, -3.024], [0.618, -6.195, 1.128], [-4.429, -0.001, -3.492], [-4.009, 0.411, -2.090], [-1.326, 1.655, -1.810], [-2.043, 2.174, -0.688], [-3.379, 2.350, -0.797], [-4.014, 1.891, -1.942], [-4.332, 3.060, 0.161], [-3.885, 3.547, 1.288], [-5.484, 3.190, -0.192], [-1.263, 2.096, 0.590], [-1.481, 2.843, 1.559], [-0.382, 1.177, 0.607], [-4.489, -1.708, -2.671], [-3.791, 0.449, -4.254], [-5.456, 0.364, -3.645], [-4.991, 2.179, -1.878], [-2.912, 3.290, 1.458], [3.049, 0.170, -4.712], [3.125, 0.770, -3.018], [3.255, -0.652, -2.140], [1.262, 1.012, -2.769], [0.683, 2.172, -3.158], [1.288, 3.035, -4.076], [0.726, 4.261, -4.396], [-0.480, 4.643, -3.831], [-1.130, 3.764, -2.980], [-0.575, 2.534, -2.640], [-1.781, 0.161, -2.359], [-4.323, -0.313, -1.143], [-4.365, -1.404, -3.587], [-1.449, -0.785, -1.167], [2.779, -0.758, -4.681], [2.213, 2.739, -4.552], [1.234, 4.909, -5.099], [-0.931, 5.596, -4.073], [-2.102, 4.011, -2.574], [4.483, -0.053, 1.412], [3.855, 0.998, 0.543], [2.349, 0.801, 0.543], [1.921, -0.561, 0.183], [2.663, -1.602, 0.912], [4.165, -1.408, 0.851], [4.106, 0.022, 2.371], [5.490, 0.084, 1.453], [4.289, 0.871, -0.447], [4.113, 1.974, 0.951], [1.908, 1.491, -0.174], [1.945, 1.055, 1.521], [2.169, -0.680, -0.821], [2.441, -2.565, 0.453], [2.328, -1.632, 1.947], [4.518, -1.410, -0.182], [4.684, -2.154, 1.451], [-3.015, 1.721, 7.234], [-1.813, 1.826, 7.088], [-1.066, 2.366, 7.883], [-1.219, 1.224, 5.902], [0.145, 1.302, 5.716], [0.711, 0.717, 4.606], [-0.059, 0.062, 3.565], [0.453, -0.389, 2.529], [-1.474, 0.027, 3.860], [-2.031, 0.578, 4.985], [-2.415, -0.629, 2.959], [-3.471, -0.988, 3.409], [-2.142, -0.772, 1.764], [2.149, 0.854, 4.487], [2.712, 1.707, 5.143], [2.759, 0.082, 3.746], [0.763, 1.811, 6.440], [-3.097, 0.521, 5.149]], "charge": -1, "energy_ha": -6551.532057, "gap_ha": 0.20713, "max_force_ev_per_a": 0.5}

No. 3
{"formula": "C5H10FNO", "method": "ωB97M-V with the def2-TZVPD basis set", "species": ["C", "C", "C", "C", "C", "H", "H", "H", "H", "H", "H", "H", "H", "H", "H", "N", "O", "F"], "xyz": [[1.882, 1.030, -0.097], [0.856, 0.076, -0.631], [-0.365, -0.300, 0.218], [-1.408, -0.918, -0.682], [-1.389, 0.852, 0.263], [2.756, 1.065, -0.728], [2.240, 0.672, 0.850], [1.431, 2.029, 0.104], [0.455, 0.455, -1.569], [0.871, -1.513, 1.226], [-0.658, -1.415, 1.812], [-1.135, -1.401, -1.642], [-1.986, -1.680, -0.134], [-2.006, 0.913, 1.196], [-0.995, 1.867, 0.113], [0.112, -0.874, 1.435], [-2.156, 0.289, -0.824], [1.497, -1.146, -0.910]], "charge": 0, "energy_ha": -426.331535, "gap_ha": 0.39559, "max_force_ev_per_a": 2.4}

No. 4
{"formula": "C2H8BNO2", "method": "ωB97M-V with the def2-TZVPD basis set", "species": ["B", "C", "C", "N", "O", "O", "H", "H", "H", "H", "H", "H", "H", "H"], "xyz": [[1.038, -0.428, -0.278], [-0.562, 1.181, 0.686], [-1.369, -1.132, -0.172], [-0.229, -0.201, 0.231], [2.216, 0.916, 0.221], [1.503, -1.201, -1.263], [-0.244, 1.920, -0.069], [-1.600, 1.171, 0.876], [0.089, 1.413, 1.584], [-0.896, -1.867, -0.723], [-1.831, -1.479, 0.723], [-2.157, -0.644, -0.734], [1.592, 1.562, 0.388], [2.451, -1.210, -1.467]], "charge": 0, "energy_ha": -311.131116, "smiles": "CN(C)B(O)O", "gap_ha": 0.37390, "max_force_ev_per_a": 5.8}

No. 5
{"formula": "C16H15N3S2", "method": "ωB97M-V with the def2-TZVPD basis set", "species": ["C", "C", "C", "C", "C", "S", "C", "C", "C", "S", "C", "C", "H", "H", "H", "H", "H", "H", "H", "H", "H", "H", "H", "C", "C", "C", "C", "C", "C", "N", "N", "N", "H", "H", "H", "H"], "xyz": [[-4.086, -0.001, 2.188], [-3.395, 1.197, 2.304], [-2.025, 1.199, 2.329], [-1.290, -0.012, 2.222], [0.113, -0.011, 2.147], [0.897, -1.580, 2.079], [2.599, -1.244, 2.478], [3.139, -0.003, 1.780], [2.602, 1.276, 2.408], [0.879, 1.567, 2.074], [-2.032, -1.222, 2.140], [-3.402, -1.206, 2.106], [-5.161, 0.004, 2.161], [-3.934, 2.125, 2.398], [-1.487, 2.127, 2.407], [2.659, -1.129, 3.564], [3.185, -2.132, 2.221], [4.240, -0.005, 1.778], [2.830, -0.034, 0.726], [2.713, 1.244, 3.494], [3.161, 2.151, 2.061], [-1.498, -2.153, 2.064], [-3.946, -2.134, 2.032], [2.311, -0.153, 8.561], [1.945, -0.111, 7.230], [0.585, -0.095, 6.913], [-0.411, -0.121, 7.988], [0.009, -0.162, 9.319], [1.363, -0.178, 9.584], [-1.684, -0.097, 7.424], [-1.238, -0.064, 6.222], [-0.074, -0.055, 5.686], [3.359, -0.166, 8.815], [2.674, -0.091, 6.438], [-0.725, -0.181, 10.107], [1.697, -0.210, 10.609]], "charge": 0, "energy_ha": -1579.159353, "gap_ha": 0.13395, "max_force_ev_per_a": 11.8}

No. 6
{"formula": "CH4IN4", "method": "ωB97M-V with the def2-TZVPD basis set", "species": ["C", "N", "N", "N", "N", "I", "H", "H", "H", "H"], "xyz": [[1.844, 0.300, 0.231], [-3.078, -1.497, -0.117], [-1.983, -0.978, -0.196], [-0.906, -0.651, -0.071], [1.077, 1.231, 0.051], [3.928, 0.199, -0.177], [-3.863, -1.173, -0.575], [1.594, -0.666, 0.696], [0.041, 1.032, 0.231], [1.346, 2.202, -0.073]], "charge": 1, "energy_ha": -556.860611, "gap_ha": 0.33880, "max_force_ev_per_a": 6.3}

Question: What is the charge in the fifth record?
Answer: 0

Question: What is the charge in the fourth record?
Answer: 0

Question: Among the records above, which one has the highest charge?
Answer: CH4IN4